[1]
Formula: C10H8N2O2S2
Source: the Open Molecules 2025 dataset
Level of theory: wB97M-V/def2-TZVPD

**SMILES string**: O=C(O)CSc1nc(-c2ccccc2)ns1
**Orbital gap**: 8.7 eV
**M**: 252.32 g/mol

```
24
Properties=species:S:1:pos:R:3:forces:R:3:mulliken_charge:R:1
O -1.639 -3.155 -1.358 0.1 -0.2 1.3 -0.547
C -0.717 -3.294 -0.588 0.3 0.2 -1.5 0.558
O -0.793 -3.391 0.764 -0.1 -0.4 -0.7 -0.432
C 0.701 -3.415 -1.283 -0.7 0.3 1.9 -0.531
S 2.097 -3.259 -0.079 -0.3 -1.1 -1.5 -0.110
C 2.041 -1.599 0.252 -2.6 1.4 1.1 0.338
N 0.988 -0.790 -0.073 2.4 -3.1 -0.5 -0.359
C 1.212 0.416 0.489 1.2 0.3 -0.5 0.350
C 0.347 1.582 0.227 -1.1 0.6 2.0 0.316
C -0.973 1.182 0.080 -0.5 0.0 -1.2 -0.165
C -1.963 2.127 -0.152 -1.0 1.0 -0.3 -0.571
C -1.651 3.495 0.022 2.2 -2.0 0.6 -0.296
C -0.363 3.930 0.506 -0.9 -1.3 -1.2 -0.614
C 0.631 2.960 0.571 0.6 -1.3 -0.3 -0.228
N 2.241 0.531 1.219 3.0 0.8 3.2 -0.525
S 3.133 -0.953 1.501 -2.8 2.1 -2.7 0.011
H -1.716 -3.551 1.061 0.5 0.4 -0.6 0.364
H 0.728 -4.415 -1.725 0.2 0.1 0.2 0.395
H 0.721 -2.673 -2.091 0.2 -0.1 0.5 0.329
H -1.239 0.121 -0.008 0.3 0.4 0.0 0.279
H -2.993 1.783 -0.540 1.8 0.8 0.8 0.261
H -2.326 4.183 -0.328 -1.7 1.7 -0.3 0.458
H -0.135 4.990 0.665 -0.2 -0.6 0.0 0.348
H 1.670 3.194 0.865 -0.7 -0.1 -0.2 0.372
```
Positions in Å, forces in eV/Å.

=====

[2]
Formula: C10H8N2O3
Source: the Open Molecules 2025 dataset
Level of theory: wB97M-V/def2-TZVPD

**SMILES string**: O=C=N[C@H](N=C=C(O)O)c1ccccc1
**Orbital gap**: 9.4 eV
**M**: 204.19 g/mol

```
23
Properties=species:S:1:pos:R:3:forces:R:3:mulliken_charge:R:1
O -2.442 -0.432 -2.477 -0.5 -0.9 -1.0 -0.511
C -1.667 0.173 -1.857 0.2 1.6 1.8 0.794
N -1.220 0.978 -1.053 -1.1 -0.5 -0.9 -0.435
C 0.052 1.275 -0.554 0.3 -0.3 1.1 0.321
N 1.136 0.911 -1.424 1.7 0.6 0.2 -0.581
C 0.907 0.142 -2.320 0.7 0.8 1.1 0.874
C 0.281 -0.799 -2.932 0.6 -2.3 -2.1 -0.330
O 0.320 -2.082 -2.454 -1.1 2.2 2.6 -0.454
O -0.171 -0.666 -4.208 1.1 0.3 0.4 -0.461
C 0.214 0.697 0.836 -1.4 0.3 2.4 0.373
C -0.906 0.894 1.753 1.1 -0.6 -0.8 -0.506
C -0.860 0.401 3.059 3.7 -0.9 -2.1 -0.537
C 0.257 -0.280 3.562 2.2 0.9 -3.7 -0.615
C 1.410 -0.369 2.664 -0.7 -0.2 2.6 -0.269
C 1.391 0.141 1.373 -3.3 0.0 1.5 -0.618
H 0.188 2.318 -0.401 -0.4 1.2 -0.2 0.232
H 0.544 -2.718 -3.073 0.8 -1.6 -2.3 0.320
H -0.958 -1.152 -4.064 -2.3 -0.8 -1.0 0.374
H -1.883 1.395 1.531 1.3 -0.4 -0.5 0.271
H -1.697 0.602 3.550 -3.3 0.5 2.7 0.511
H 0.476 -0.672 4.509 -0.6 -0.3 1.4 0.414
H 2.377 -0.801 3.121 -1.7 0.7 -1.0 0.254
H 2.252 0.043 0.860 2.6 -0.1 -2.1 0.580
```
Positions in Å, forces in eV/Å.

=====

[3]
Formula: C10H8N2O3S
Source: the Open Molecules 2025 dataset
Level of theory: wB97M-V/def2-TZVPD

**SMILES string**: O=C(O)CSc1nnc(-c2ccccc2)o1
**Orbital gap**: 8.9 eV
**M**: 236.25 g/mol

```
24
Properties=species:S:1:pos:R:3:forces:R:3:mulliken_charge:R:1
O -3.116 -0.675 1.570 -0.1 0.0 0.1 -0.545
C -3.475 -0.732 0.429 -0.1 0.0 0.4 0.556
O -3.836 -1.853 -0.188 -0.3 -0.5 -0.5 -0.454
C -3.645 0.461 -0.494 0.5 0.0 0.0 -0.479
S -2.358 1.702 -0.168 -0.4 0.4 0.1 -0.139
C -1.018 0.630 -0.276 -0.2 -0.7 -0.3 0.544
N -1.066 -0.635 -0.571 -1.0 1.0 0.0 -0.077
N 0.199 -1.082 -0.529 1.7 -0.2 0.2 -0.694
C 0.962 -0.081 -0.215 -0.7 -0.7 -0.2 0.457
C 2.396 -0.090 -0.056 0.5 0.3 0.1 0.380
C 3.079 1.076 0.286 -0.1 -0.2 -0.1 -0.429
C 4.453 1.046 0.434 0.1 0.0 0.0 -0.566
C 5.148 -0.137 0.243 0.0 0.0 0.0 -0.361
C 4.469 -1.298 -0.098 0.0 0.0 0.0 -0.559
C 3.097 -1.281 -0.249 -0.1 0.1 0.0 -0.383
O 0.232 1.059 -0.041 0.1 0.0 0.1 -0.326
H -3.681 -2.622 0.383 0.0 0.3 0.1 0.357
H -3.594 0.139 -1.533 -0.1 0.0 0.1 0.310
H -4.596 0.954 -0.295 0.0 0.0 0.0 0.357
H 2.529 1.993 0.434 0.0 0.1 0.0 0.424
H 4.983 1.948 0.700 0.0 0.1 0.0 0.387
H 6.222 -0.156 0.360 0.1 0.0 0.0 0.383
H 5.015 -2.218 -0.246 0.0 -0.1 0.0 0.387
H 2.547 -2.169 -0.513 0.0 -0.1 0.0 0.472
```
Positions in Å, forces in eV/Å.

=====

[4]
Formula: C10H8N3O
Source: the Open Molecules 2025 dataset
Level of theory: wB97M-V/def2-TZVPD

**Orbital gap (spin up / spin down)**: 5.7 / 5.7 eV
**Charge**: +1
**M**: 186.19 g/mol

```
22
Properties=species:S:1:pos:R:3:forces:R:3:mulliken_charge:R:1
C -5.098 -0.367 0.502 0.8 1.3 0.1 0.723
C 3.589 -0.567 0.639 -1.6 -1.2 0.2 -0.300
C 3.050 0.687 0.815 1.3 2.2 -1.2 -0.650
C 2.813 -1.612 0.114 2.4 -0.1 -0.8 -0.525
C 1.729 0.887 0.435 0.0 -1.4 -0.4 -0.440
C 1.517 -1.458 -0.270 0.6 2.6 1.2 -0.692
C -0.933 1.546 -0.580 2.3 -1.6 -1.1 -0.504
C 0.973 -0.204 -0.083 0.2 2.6 0.6 0.833
C -0.375 0.252 -0.413 0.1 1.9 0.3 0.411
C -2.514 0.049 -0.497 -7.0 0.2 0.0 0.101
N -4.420 -1.050 -0.249 4.4 0.0 -2.0 -0.451
N -1.445 -0.587 -0.342 2.7 -4.9 0.1 0.004
N -2.268 1.331 -0.705 -3.0 1.4 0.6 -0.064
O -5.729 0.317 1.159 -1.3 0.6 1.1 -0.254
H 4.517 -0.920 1.005 1.3 0.6 0.0 0.412
H 3.775 1.584 0.861 -1.4 -1.5 0.9 0.283
H 3.468 -2.408 -0.273 -1.0 -0.4 0.8 0.322
H 1.204 1.827 0.502 0.5 0.2 0.2 0.316
H 0.939 -2.209 -0.605 -1.6 -2.6 -1.5 0.479
H -0.462 2.465 -0.962 -0.4 -0.6 0.7 0.395
H -1.319 -1.648 -0.355 -0.6 2.0 0.4 0.286
H -3.011 2.086 -0.699 1.3 -1.4 -0.2 0.313
```
Positions in Å, forces in eV/Å.

=====

[5]
Formula: C10H8O
Source: the Open Molecules 2025 dataset
Level of theory: wB97M-V/def2-TZVPD

**SMILES string**: c1ccc(-c2ccco2)cc1
**Orbital gap**: 9.1 eV
**M**: 144.17 g/mol

```
19
Properties=species:S:1:pos:R:3:forces:R:3:mulliken_charge:R:1
C 3.083 -0.121 -0.070 2.0 2.2 -0.1 -0.141
C 2.362 1.120 -0.350 1.9 -6.7 1.8 -0.978
C 1.051 1.094 -0.248 -3.2 5.3 -2.2 -0.012
C 0.344 -0.035 -0.014 -1.5 -2.4 0.7 0.800
C -1.128 0.024 0.005 -1.2 1.1 1.4 0.243
C -2.029 1.008 0.479 -2.5 -15.8 -6.1 -1.156
C -3.306 0.392 0.160 -3.4 8.7 4.2 -0.178
C -3.169 -0.740 -0.352 0.5 -7.5 -3.3 -0.371
O -1.784 -1.083 -0.411 -1.6 0.6 -0.5 -0.325
C 1.044 -1.219 0.238 -0.1 -0.6 0.3 -0.153
C 2.442 -1.275 0.215 -3.5 3.8 -1.0 -0.806
H 4.213 -0.084 0.035 -1.5 0.1 -0.5 0.271
H 2.966 1.883 -0.342 2.6 4.6 -0.7 0.518
H 0.489 2.153 -0.585 1.2 -3.0 1.3 0.110
H -1.742 1.791 0.720 4.0 13.2 4.4 0.813
H -4.320 0.975 0.459 2.4 -1.8 -1.1 0.220
H -3.931 -1.489 -0.805 1.9 1.4 1.1 0.339
H 0.646 -2.196 0.549 -0.9 0.8 -0.4 0.298
H 2.770 -2.198 0.317 2.5 -3.9 0.8 0.510
```
Positions in Å, forces in eV/Å.

=====

[6]
Formula: C10H8O
Source: the Open Molecules 2025 dataset
Level of theory: wB97M-V/def2-TZVPD

**Orbital gap (spin up / spin down)**: 7.3 / 6.9 eV
**M**: 144.17 g/mol

```
19
Properties=species:S:1:pos:R:3:forces:R:3:mulliken_charge:R:1
C -1.726 -1.965 0.151 0.1 0.6 0.4 -0.536
C -1.147 -1.990 -1.100 -0.7 -1.6 -0.9 -0.514
C -1.495 -0.933 1.038 1.7 0.9 -1.2 -0.826
C -0.270 -0.997 -1.449 1.1 0.6 0.4 -0.372
C -0.609 0.171 0.692 -2.2 -1.5 -0.1 0.543
C 0.090 -0.037 -0.527 1.0 1.4 -1.1 0.756
C -1.234 1.302 1.173 1.7 0.9 -2.1 -0.745
C 1.810 1.375 0.195 0.0 0.5 -2.0 -0.012
C 2.185 1.851 1.338 -0.3 0.3 1.7 -0.712
C 1.213 0.900 -0.893 -1.0 -1.0 1.9 0.190
O 1.395 1.000 -2.238 1.6 0.3 -0.4 -0.531
H -2.363 -2.729 0.486 -0.8 -1.0 0.1 0.423
H -1.351 -2.831 -1.815 0.1 0.9 0.8 0.310
H -2.007 -0.771 1.929 -0.9 -0.5 1.5 0.425
H 0.254 -0.933 -2.392 -0.2 -0.4 -0.1 0.451
H -1.601 1.522 2.126 -0.6 -0.5 1.6 0.331
H 1.638 2.722 1.804 0.8 -0.9 -0.7 0.257
H 2.877 1.300 2.003 -0.2 0.5 -0.5 0.239
H 2.340 1.043 -2.519 -1.0 0.1 0.7 0.322
```
Positions in Å, forces in eV/Å.

=====

[7]
Formula: C10H9BF6NO5S2
Source: the Open Molecules 2025 dataset
Level of theory: wB97M-V/def2-TZVPD

**Orbital gap**: 8.0 eV
**Charge**: -1
**M**: 412.12 g/mol

```
34
Properties=species:S:1:pos:R:3:forces:R:3:mulliken_charge:R:1
O -4.861 1.371 3.746 2.3 0.9 -7.5 -0.511
C -4.405 1.482 2.487 -0.8 -1.5 5.8 0.012
C -3.131 0.549 2.027 0.2 0.6 -0.5 -0.269
B -3.292 0.198 0.395 1.2 2.4 0.4 0.137
C -2.677 1.383 -0.621 1.4 2.2 -1.9 0.340
C -3.616 2.365 -1.543 4.7 0.5 -0.2 -0.376
C -2.874 3.522 -2.461 2.6 -2.1 2.3 -0.340
C -1.234 3.667 -2.420 -1.4 -2.9 2.2 -0.356
C -0.281 2.653 -1.506 -4.6 -0.8 0.4 -0.365
C -1.009 1.503 -0.591 -2.0 3.0 -2.4 -0.185
H -4.898 2.250 1.736 1.0 -1.5 1.5 0.260
H -2.161 1.232 2.104 -2.0 -1.2 0.0 0.197
H -2.955 -0.404 2.684 -0.8 2.0 -0.9 0.249
H -3.803 -0.791 -0.012 -0.1 0.0 0.0 -0.056
H -4.785 2.244 -1.547 2.6 0.3 0.0 0.250
H -3.475 4.287 -3.139 1.3 -1.9 1.7 0.246
H -0.663 4.490 -3.037 -1.5 -1.8 1.3 0.259
H 0.887 2.752 -1.467 -2.6 -0.2 -0.2 0.326
H -0.383 0.749 0.091 -1.4 1.8 -1.8 0.171
C 2.897 -0.730 2.157 1.3 0.4 2.4 0.669
F 2.163 0.289 2.690 0.3 -0.9 -0.9 -0.227
F 4.194 -0.296 2.136 -1.2 -0.3 -0.3 -0.241
F 2.863 -1.746 3.071 -0.2 0.7 -1.0 -0.245
S 2.314 -1.255 0.511 -1.8 1.4 -0.6 1.022
O 2.447 -0.058 -0.324 0.1 -1.4 1.0 -0.649
O 0.935 -1.697 0.734 1.6 0.3 -0.1 -0.653
N 3.392 -2.395 0.284 -0.8 0.4 -0.5 -0.345
S 3.207 -3.131 -1.108 -1.2 -0.7 -2.7 1.015
O 3.526 -2.350 -2.306 -0.1 -0.7 1.7 -0.639
O 2.031 -3.996 -1.235 1.5 1.0 0.6 -0.639
C 4.607 -4.286 -0.929 2.1 -1.5 0.7 0.638
F 4.479 -5.093 0.167 -0.2 0.7 -0.9 -0.238
F 5.800 -3.637 -0.773 -1.1 -0.3 -0.3 -0.239
F 4.761 -5.117 -2.001 -0.5 1.0 0.8 -0.219
```
Positions in Å, forces in eV/Å.

=====

[8]
Formula: C10H9Br2ClCoNO2
Source: the Open Molecules 2025 dataset
Level of theory: wB97M-V/def2-TZVPD

**Expectation value of S²**: 6.03
**Orbital gap (spin up / spin down)**: 8.3 / 6.1 eV
**Charge**: +2
**M**: 429.38 g/mol
**Spin multiplicity**: 5

```
26
Properties=species:S:1:pos:R:3:forces:R:3:lowdin_spin:R:1
Co -0.153 -1.071 -0.004 -0.1 -0.5 0.0 2.791
Br 3.845 -1.167 0.004 0.0 0.0 0.0 0.001
C 3.569 -3.056 0.000 0.2 0.0 0.0 0.002
Br 1.686 -3.540 -0.007 -0.2 0.5 0.0 0.035
H 3.998 -3.474 0.901 0.0 0.0 0.0 0.000
H 4.004 -3.471 -0.900 0.0 0.0 0.0 0.000
Cl -0.038 6.170 0.006 0.0 0.1 0.0 0.173
C 0.241 4.524 0.004 -0.1 -0.2 0.0 0.231
C 1.570 4.024 0.006 0.0 0.0 0.0 -0.010
C 1.796 2.684 0.005 -0.1 0.1 0.0 0.115
C 0.694 1.760 0.001 -0.3 -0.3 0.0 0.120
O 0.923 0.515 -0.001 0.4 0.1 0.0 0.226
C -0.658 2.281 -0.002 -0.1 -0.1 0.0 0.078
C -1.818 1.398 -0.007 0.1 0.2 0.0 0.021
O -1.786 0.168 -0.012 0.1 -0.1 0.0 0.085
C -0.868 3.634 0.000 0.1 0.1 0.0 0.089
H 2.391 4.728 0.009 0.0 0.0 0.0 -0.003
H 2.797 2.277 0.007 0.0 0.0 0.0 0.004
H -2.801 1.885 -0.007 0.0 0.0 0.0 0.003
H -1.870 4.047 -0.001 0.0 0.0 0.0 0.000
C -3.300 -4.375 0.001 0.2 0.2 0.0 0.001
C -2.205 -3.416 -0.004 -0.1 -0.3 0.0 0.013
N -1.317 -2.692 -0.003 -0.2 0.3 0.0 0.023
H -2.897 -5.371 -0.182 0.0 0.0 0.0 0.000
H -4.009 -4.115 -0.785 0.0 0.0 0.0 0.000
H -3.794 -4.348 0.971 0.0 0.0 0.0 0.000
```
Positions in Å, forces in eV/Å.

=====

[9]
Formula: C10H9Br2HgNO
Source: the Open Molecules 2025 dataset
Level of theory: wB97M-V/def2-TZVPD

**Orbital gap**: 6.5 eV
**M**: 519.59 g/mol

```
24
Properties=species:S:1:pos:R:3:forces:R:3:mulliken_charge:R:1
Hg -0.556 -0.006 -2.719 2.1 -2.4 2.0 0.900
C 0.228 -0.499 -4.607 -0.4 0.6 -0.1 -0.994
H 1.315 -0.335 -4.727 -0.8 0.2 0.3 0.336
H -0.065 -1.498 -4.978 -0.1 0.8 0.3 0.288
H -0.413 0.370 -4.883 1.0 -0.9 -1.8 0.186
H -1.589 1.763 -2.803 0.3 1.7 -1.7 0.123
H -1.789 1.365 -2.260 -1.4 -0.4 2.2 -0.035
Br 0.446 -4.229 0.356 0.0 0.3 0.4 -0.144
C 0.371 -2.488 1.104 -0.3 1.6 -1.3 -0.431
C 0.514 -2.248 2.443 0.2 0.3 0.8 -0.146
C 0.473 -0.957 2.948 0.0 -0.3 0.4 -0.171
Br 0.689 -0.772 4.851 0.0 0.0 -0.4 -0.264
C 0.258 0.188 2.144 -0.1 -0.7 -0.9 1.027
C 0.175 1.506 2.625 -0.1 0.4 -0.4 -0.533
C -0.081 2.549 1.751 0.2 -0.7 0.5 -0.687
C -0.247 2.251 0.393 0.0 -0.6 -0.4 -0.334
N -0.178 1.016 -0.111 -0.2 0.5 -0.3 -0.411
C 0.074 -0.011 0.715 0.2 -1.4 1.1 -0.297
C 0.118 -1.405 0.190 -0.1 -0.8 0.5 1.006
O -0.101 -1.736 -1.016 -0.4 1.6 -1.2 -0.902
H 0.665 -3.106 3.087 0.0 0.2 0.2 0.430
H 0.301 1.651 3.689 0.0 0.2 0.0 0.335
H -0.153 3.571 2.110 0.0 -0.1 -0.1 0.378
H -0.455 3.057 -0.302 0.0 -0.1 -0.1 0.340
```
Positions in Å, forces in eV/Å.

=====

[10]
Formula: C10H9CeN2O5
Source: the Open Molecules 2025 dataset
Level of theory: wB97M-V/def2-TZVPD

**Orbital gap (spin up / spin down)**: 5.5 / 5.4 eV
**Charge**: +3
**M**: 377.31 g/mol

```
27
Properties=species:S:1:pos:R:3:forces:R:3:mulliken_charge:R:1
O -0.082 5.011 -2.004 -0.1 -3.9 -1.6 -0.123
C -0.100 3.939 -2.432 0.1 3.7 1.7 0.129
Ce 0.058 -0.907 -1.210 -1.1 0.7 1.2 1.041
C 0.255 -2.888 -2.675 0.0 -6.7 -4.6 0.344
O 0.313 -3.794 -3.404 -0.3 4.7 3.7 -0.044
C -0.405 -0.147 -3.628 4.4 2.2 -4.5 0.509
O -0.023 -0.059 -4.772 -2.2 -0.3 5.0 -0.184
C 2.006 -1.088 -2.870 3.2 0.5 -4.7 0.247
O 2.535 -1.054 -3.891 -1.8 -0.3 4.3 -0.022
C -1.681 -0.915 -3.043 -6.6 -0.7 -1.1 0.067
O -2.749 -0.901 -3.582 5.0 -0.2 2.2 -0.048
H 0.129 0.604 -2.632 -0.8 0.1 -2.1 0.328
C 0.046 2.336 3.659 -0.1 0.2 -0.2 -0.994
C 0.005 1.156 2.762 0.2 -0.3 -0.8 0.617
C -0.014 -0.227 3.046 -0.2 -0.5 0.2 -0.906
C -0.026 -0.909 1.839 0.0 1.1 0.7 0.555
N -0.014 0.015 0.815 0.2 0.6 0.1 0.055
N 0.019 1.254 1.420 -0.1 0.6 -0.3 -0.186
C -0.077 -2.370 1.553 0.0 -0.5 0.5 -0.929
H -0.848 2.317 4.302 0.3 0.1 -0.1 0.349
H 0.938 2.258 4.300 -0.3 0.1 -0.1 0.340
H 0.070 3.289 3.091 0.0 -0.6 0.4 0.320
H -0.057 -0.635 4.058 0.1 0.0 -0.5 0.457
H -0.005 2.126 0.854 0.1 -0.9 0.7 0.189
H 0.785 -2.897 1.972 -0.1 0.1 0.1 0.384
H -0.991 -2.806 1.966 0.1 0.0 0.1 0.375
H -0.088 -2.707 0.504 0.0 0.1 -0.3 0.125
```
Positions in Å, forces in eV/Å.

=====

[11]
Formula: C10H9Cl3
Source: the Open Molecules 2025 dataset
Level of theory: wB97M-V/def2-TZVPD

**Orbital gap (spin up / spin down)**: 7.6 / 7.6 eV
**M**: 235.54 g/mol

```
22
Properties=species:S:1:pos:R:3:forces:R:3:mulliken_charge:R:1
C -2.142 -2.593 -0.009 0.0 0.1 0.0 -0.366
C -1.977 -1.899 -1.199 -0.1 -0.2 0.0 -0.593
C -1.582 -2.105 1.163 0.0 -0.1 0.0 -0.554
C -1.245 -0.731 -1.229 0.1 0.2 0.2 -0.256
C -0.856 -0.934 1.148 -0.1 0.2 -0.2 -0.154
C -0.683 -0.220 -0.049 -0.8 -0.6 0.0 -0.001
C 0.220 2.226 -0.071 -0.4 0.4 -0.1 0.229
C 0.114 0.934 -0.059 3.1 -0.9 0.3 -0.096
C 1.461 3.058 -0.027 0.2 0.0 0.0 -1.101
C 2.273 -0.097 0.129 -2.5 0.9 -0.4 0.065
Cl 1.932 -1.795 -0.086 0.2 0.0 0.0 -0.131
Cl 3.309 0.519 -1.131 0.1 0.0 -0.1 -0.137
Cl 2.886 0.240 1.724 0.1 0.0 0.2 -0.134
H -2.700 -3.516 0.003 -0.1 -0.1 0.0 0.389
H -2.413 -2.279 -2.110 0.0 0.0 -0.1 0.379
H -1.702 -2.649 2.088 0.0 0.0 0.1 0.388
H -1.106 -0.192 -2.154 0.0 0.0 -0.1 0.435
H -0.410 -0.555 2.055 0.1 0.1 0.1 0.382
H -0.714 2.786 -0.125 -0.1 -0.1 0.0 0.369
H 1.226 4.074 0.281 0.0 0.0 0.0 0.366
H 1.929 3.094 -1.010 0.0 0.1 0.0 0.258
H 2.181 2.634 0.668 0.0 0.1 0.0 0.263
```
Positions in Å, forces in eV/Å.

=====

[12]
Formula: C10H9ClS2
Source: the Open Molecules 2025 dataset
Level of theory: wB97M-V/def2-TZVPD

**SMILES string**: C[C@H]1SSC(Cl)=C1c1ccccc1
**Orbital gap (spin up / spin down)**: 6.9 / 6.9 eV
**M**: 228.77 g/mol

```
22
Properties=species:S:1:pos:R:3:forces:R:3:mulliken_charge:R:1
C -1.055 -2.288 1.134 1.2 -0.5 -0.7 -0.980
C -1.371 -1.513 -0.175 -0.6 -1.3 0.7 -0.170
S -3.173 -1.751 -0.612 1.1 -0.3 -0.4 -0.114
S -3.777 0.006 0.198 -2.1 -0.2 0.4 -0.129
C -2.325 0.801 0.079 6.0 -1.9 0.0 0.002
Cl -2.501 2.442 0.762 0.7 -1.1 -0.8 -0.161
C -1.033 -0.086 -0.151 -7.4 4.4 1.2 0.064
C 0.231 0.479 -0.300 1.8 1.6 -0.9 0.896
C 0.396 1.773 -0.914 2.8 -3.1 2.2 -0.862
C 1.673 2.297 -0.895 0.8 -2.5 1.2 -0.618
C 2.793 1.563 -0.400 -0.7 -1.1 -0.8 -0.519
C 2.621 0.221 -0.025 1.7 0.6 0.7 -0.418
C 1.354 -0.257 0.090 -1.8 -1.9 2.0 -0.149
H 0.117 -2.491 1.151 -2.7 0.3 0.5 0.326
H -1.594 -3.280 1.110 0.6 1.1 0.2 0.370
H -1.438 -1.619 1.920 0.5 -0.7 0.3 0.317
H -0.803 -1.949 -0.956 0.3 -0.7 -1.1 0.416
H -0.438 2.168 -1.333 -2.1 1.6 -1.3 0.712
H 1.918 3.189 -1.319 0.2 2.6 -1.1 0.466
H 3.814 1.920 -0.450 -0.2 0.5 -0.1 0.365
H 3.463 -0.449 0.308 -0.8 1.1 -0.4 0.322
H 1.128 -1.176 0.778 0.9 1.7 -2.0 -0.136
```
Positions in Å, forces in eV/Å.